Here is a cluster of 10 separate species, C17H52F6O9P in total in a non-equilibrium geometry from OMol25. Energies are from ωB97M-V with the def2-TZVPD basis set.

E: -62500.92842 eV
strongest force on any atom: 3.2 eV/A
gap between HOMO and LUMO: 9.74 eV
net charge: -1
HOMO energy: -7.148 eV

Last column: Löwdin charge in e.
Cartesian coordinates (Å):
P  0.112  0.324  -0.110  0.32
F  -0.727  0.181  1.303  -0.16
F  -1.192  -0.391  -0.894  -0.19
F  -0.599  1.752  -0.400  -0.15
F  0.986  0.411  -1.523  -0.17
F  1.392  0.894  0.697  -0.14
F  0.774  -1.152  0.104  -0.16
C  1.271  3.735  2.891  -0.07
C  2.199  4.387  3.907  -0.36
O  1.602  5.475  4.538  -0.06
H  0.444  3.309  3.459  0.06
H  1.691  2.959  2.250  0.06
H  0.907  4.478  2.181  0.08
H  3.104  4.679  3.375  0.10
H  2.598  3.645  4.598  0.11
H  1.978  5.558  5.417  0.08
C  0.558  -4.622  0.006  -0.09
C  1.930  -5.266  -0.204  -0.31
O  2.546  -4.560  -1.267  -0.09
H  0.717  -3.605  0.366  0.06
H  -0.028  -5.131  0.771  0.07
H  0.015  -4.647  -0.939  0.06
H  1.803  -6.318  -0.459  0.10
H  2.599  -5.063  0.633  0.11
H  2.035  -4.716  -2.065  0.07
C  -2.966  -3.033  0.271  -0.08
C  -4.169  -2.371  -0.411  -0.32
O  -5.154  -2.011  0.531  -0.08
H  -2.227  -3.294  -0.486  0.06
H  -3.186  -3.927  0.854  0.07
H  -2.421  -2.274  0.832  0.06
H  -4.640  -3.119  -1.049  0.11
H  -3.784  -1.538  -1.000  0.08
H  -5.009  -1.107  0.819  0.08
C  -0.367  -2.184  -3.753  -0.07
C  -0.783  -3.494  -4.398  -0.36
O  0.338  -4.188  -4.811  -0.08
H  0.124  -1.580  -4.516  0.08
H  0.338  -2.332  -2.934  0.08
H  -1.296  -1.764  -3.368  0.07
H  -1.478  -3.354  -5.226  0.11
H  -1.206  -4.170  -3.655  0.10
H  0.214  -4.623  -5.658  0.08
O  3.394  -2.085  0.075  -0.06
H  2.878  -1.279  0.038  -0.01
H  3.150  -2.487  0.909  0.02
O  3.827  -0.641  -2.483  -0.05
H  3.710  -0.555  -3.429  0.02
H  3.598  0.220  -2.133  -0.02
C  1.962  3.332  -2.260  -0.04
C  3.341  3.081  -1.544  -0.45
C  3.687  4.171  -0.487  -0.05
O  3.396  1.771  -1.036  -0.07
H  1.178  3.661  -1.577  0.07
H  1.678  2.435  -2.811  0.07
H  2.139  4.137  -2.973  0.07
H  4.126  3.181  -2.294  0.13
H  4.665  3.960  -0.053  0.07
H  2.948  4.209  0.314  0.06
H  3.769  5.114  -1.027  0.07
H  2.549  1.599  -0.618  0.04
C  -2.798  3.280  -2.428  -0.07
C  -3.766  2.502  -1.560  -0.47
C  -4.048  1.128  -2.196  -0.06
O  -3.143  2.262  -0.299  -0.06
H  -1.855  2.738  -2.497  0.08
H  -2.668  4.290  -2.039  0.08
H  -3.179  3.413  -3.441  0.07
H  -4.690  3.065  -1.432  0.13
H  -3.119  0.570  -2.319  0.07
H  -4.593  1.210  -3.136  0.07
H  -4.683  0.486  -1.586  0.06
H  -2.255  1.931  -0.452  0.01
C  -0.436  -1.601  5.527  -0.07
C  -0.608  -0.766  4.301  -0.54
C  -0.827  0.714  4.681  -0.05
O  0.519  -0.859  3.506  -0.05
H  -1.394  -1.838  5.990  0.08
H  0.324  -1.222  6.211  0.08
H  -0.080  -2.574  5.188  0.08
H  -1.392  -1.188  3.672  0.13
H  -1.612  0.803  5.432  0.07
H  -1.057  1.320  3.805  0.06
H  0.107  1.071  5.116  0.08
H  0.216  -0.512  2.664  0.03

Forces on the atoms, in the same order (eV/Å):
-0.50 -2.82 -1.38
0.38 0.36 -0.71
1.27 0.64 0.49
1.44 -0.06 0.37
-1.26 0.45 1.02
-0.60 1.10 -0.04
-0.89 0.26 0.13
-0.48 0.30 0.40
1.36 -1.28 -1.42
-0.55 0.51 0.48
-0.27 -0.03 -0.36
0.43 -0.13 0.47
-0.25 0.21 0.20
0.21 0.52 -0.20
-0.44 -0.19 0.42
-0.04 0.07 -0.04
0.44 -0.26 0.80
-0.70 1.24 -0.63
0.52 -0.48 -0.36
-0.21 0.11 -0.40
-0.13 -0.20 0.00
-0.12 0.19 0.03
0.35 -0.30 0.33
-0.16 -0.57 0.20
-0.07 0.10 -0.18
0.49 0.63 -0.61
0.81 -1.22 0.44
-0.53 0.43 0.13
-0.05 -0.27 -0.25
-0.22 0.22 0.10
-0.17 -0.11 0.52
-0.07 0.18 -0.32
-0.29 0.11 -0.06
0.15 0.06 0.05
-0.43 -0.61 -0.37
-0.40 -0.04 0.99
2.14 -0.84 -1.13
-0.21 0.35 0.15
-0.09 -0.07 0.03
0.26 0.60 0.07
-0.22 0.19 0.04
-0.90 0.35 0.25
-0.12 0.08 0.11
0.61 -0.16 0.13
-0.21 0.12 -0.13
-0.15 0.00 0.21
0.28 -0.50 -0.36
-0.09 -0.06 -0.19
-0.09 0.59 0.41
1.46 0.31 0.21
-0.82 0.91 -0.06
-0.12 -0.83 -0.69
0.47 0.26 0.08
-0.03 -0.27 0.10
-0.13 0.08 0.15
-0.23 0.12 -0.12
0.05 -0.36 -0.18
-0.01 -0.10 0.04
-0.08 0.16 -0.06
-0.21 0.23 0.23
-0.09 -0.27 0.24
-0.38 0.42 -0.41
0.95 -1.39 -0.17
-0.56 0.08 0.04
-1.35 0.68 0.26
0.11 0.16 0.07
0.33 -0.08 0.20
-0.10 -0.15 -0.16
0.00 -0.04 0.37
0.12 0.15 -0.23
0.25 0.11 -0.31
-0.05 0.25 0.40
0.02 -0.06 -0.04
0.11 -1.33 -0.20
-0.61 1.04 0.38
-0.24 -0.61 -0.14
1.40 -0.22 -0.37
0.04 0.48 0.39
-0.26 0.23 0.15
0.21 -0.15 0.00
-0.83 0.20 0.41
-0.15 0.16 -0.05
-0.09 0.01 0.04
0.05 0.04 0.02
0.50 0.05 -0.46